DFT (the ωB97M-V functional and the def2-TZVPD basis) results for a cluster of 9 separate species, C43H66BrCl2O18P in total at a distorted geometry.

Positions of all 131 atoms, in Å:
H -4.508930 -2.260479 -4.165436
C -7.018824 1.831500 -0.135454
H 4.787606 -1.014866 1.798122
H 4.652252 -1.173228 6.600342
H 0.711739 3.867046 4.426124
H -3.698966 1.529862 -0.578915
C -2.077870 6.743296 8.106958
C 5.543986 -1.735878 6.888993
H -7.687041 0.028962 0.780675
H 6.038142 -3.311919 8.259961
C -4.141294 0.385891 -8.449274
H -5.138568 -5.083247 -4.634214
H 3.183706 -1.751877 -2.516327
O -3.210605 -4.674307 -5.236170
H -2.483609 2.085599 -4.527531
O -7.312199 1.948548 -1.295487
O 4.076683 -8.032384 -1.780016
H 5.238175 -5.019903 6.822572
H 2.939493 3.485728 5.988824
C -5.390219 -1.103951 -9.644588
H 6.301838 -1.943285 1.539290
C -3.962886 -4.076399 -3.102186
H 5.420765 -5.452676 -0.248949
H 7.122805 0.339333 1.277577
C 0.943666 3.149393 5.215147
O 2.536687 -8.834249 -0.326995
C -3.366861 -0.904293 -8.443836
O -1.327674 4.654837 7.364210
H 0.161731 4.719682 -2.485752
C -0.105413 2.522071 -4.230156
H -8.883973 1.365465 0.835568
C -4.126712 -5.085818 -4.216134
H 4.316581 -2.910090 8.278329
H 4.543147 -7.329619 1.036541
C -0.438890 1.856624 -0.423395
H -3.640254 3.081046 0.370258
H -6.060904 -1.650245 -8.973860
C 5.192485 -3.006861 7.634746
H 1.732646 -2.161537 -1.489925
C 5.598407 -1.229782 1.102987
H -5.811482 -1.115632 -10.651835
H 2.266401 0.296916 -3.433155
C 5.069697 -1.789649 -0.190402
C 3.872990 -6.914587 0.279621
C -1.671331 3.255490 -6.250008
H -0.759662 7.410655 6.513167
H 0.293584 3.593917 -4.382085
O 2.043543 3.441791 -1.140650
C 1.774664 -0.053839 -2.457755
H -1.684677 4.256850 -2.701469
H -4.849120 -3.983144 -2.471891
C -0.711314 4.063502 -2.143797
H -1.850769 4.373807 -6.331605
O 3.311260 0.821205 6.361742
C -3.615760 -2.809313 -3.856988
C 2.414448 2.808845 5.314654
H -3.938309 -2.733996 -9.512829
H -3.048274 3.038510 -1.371700
H -2.948701 -2.166825 -3.282030
H 5.568724 0.859325 0.615475
O -5.870520 2.310157 0.411260
C 6.711346 -0.318196 -0.766021
O 4.232464 -2.646497 -0.296646
H 0.617246 1.842836 -4.777935
H -3.122897 -4.363686 -2.462376
C 0.245500 0.336874 -2.482476
H 1.650903 -2.177002 -3.401713
C 5.000989 -4.000790 6.511915
Cl 0.871394 1.207400 0.701250
H -3.005722 5.533168 6.552938
H 3.908349 -5.316079 -1.150416
O -3.833062 1.387812 -7.868668
C -3.979043 -1.647925 -9.613646
C -1.552886 2.583077 -4.950277
H 6.038123 -7.472436 -1.476051
H -0.210355 -0.173744 -1.549728
C -2.526889 5.419999 7.529812
H -7.283684 0.899887 3.022491
C -3.051914 2.468876 -0.405273
C 0.310053 1.796626 4.993305
Cl -1.807818 1.705159 2.063856
O 1.145290 0.869026 5.704874
H -0.870586 4.354999 -1.037068
H 2.354012 0.295757 -1.532071
C 2.378591 1.410250 5.869990
O 6.886673 -1.636030 4.884438
C -7.212821 1.608319 2.195219
H -1.981751 6.660372 9.194149
H -0.707247 1.751788 5.386417
H 3.038916 -6.393434 0.748096
H -3.209056 4.892426 8.198237
O 2.476809 2.866409 -3.251244
O 0.864522 5.133665 7.075471
C 5.082043 -7.010713 -1.742782
C -1.691948 2.041279 0.237489
H -3.456515 -1.375045 -10.536175
Br -0.717580 -0.648385 -3.974019
C -2.925698 -3.348884 -5.079183
O 5.704982 -1.216263 -1.246298
C 2.034810 -1.663548 -2.466694
H 0.293981 1.513105 3.937145
H 6.225826 -1.108719 7.462018
H -5.145694 1.019693 1.844784
O -2.248397 -2.713280 -5.839172
H 3.984525 -3.981343 6.108269
C 1.567861 2.830766 -2.179508
H 6.758151 0.559363 -1.412563
C 3.386294 -8.028776 -0.608288
H -0.030489 7.456543 8.152377
C -7.828302 1.104878 0.906668
H -2.765903 7.562452 7.892057
H -7.709199 2.534860 2.501447
P -0.235564 2.182454 -2.327652
C 6.210990 -2.270451 5.650314
H 2.895984 2.790063 4.333798
C 6.289468 0.036539 0.641176
H -5.347122 2.702952 2.376826
C -5.788562 1.902330 1.781837
H -3.540504 -1.419992 -7.496841
H -2.303380 -0.723739 -8.593147
C -0.260727 5.495337 7.295988
C 4.609225 -6.024695 -0.700130
H -3.881767 -6.098498 -3.890426
H 7.678505 -0.831062 -0.793757
C -0.706638 6.920038 7.487772
H 0.600306 3.568824 6.163193
H 5.174823 -6.550907 -2.727785
H -1.619445 2.645728 -7.220053
O -5.285300 0.246647 -9.183691
H -1.609020 1.797532 -2.590005
O 5.908289 -3.587970 5.483820

Cartesian forces, eV/Å:
H 0.1178 0.1108 -0.0306
C 0.0291 -0.1004 -0.9175
H 0.0462 -0.3484 -0.0166
H 0.1381 0.1676 -0.0150
H -0.0306 -0.1495 -0.0321
H 1.0268 1.2960 0.1996
C -0.2499 0.4871 0.2714
C -0.0324 -0.2664 0.3852
H -0.0792 0.0500 -0.1057
H -0.0843 -0.0381 -0.0365
C 0.7751 0.6990 1.0548
H 0.0200 0.0131 -0.0065
H -1.6486 -0.0522 0.1267
O 0.1494 -0.0240 -0.1397
H 1.7252 -1.0763 -1.0590
O 0.3195 0.2056 0.5293
O -0.3579 -0.2284 0.2167
H 0.0625 0.0401 -0.2597
H 0.2147 -0.1788 -0.1308
C -0.2104 -0.1258 -0.1720
H -0.1346 -0.0465 0.0642
C -0.1804 0.0312 0.5339
H -0.0729 -0.0032 -0.1169
H -0.0116 -0.0326 -0.0939
C -0.4169 0.1693 -0.0744
O 0.3969 0.1503 -0.5687
C 0.0034 -0.2702 -0.4758
O 0.3986 0.0460 0.1023
H -1.4112 -0.9165 0.1630
C -1.8632 2.2591 -0.3573
H 0.0710 -0.2264 -0.2887
C -0.1505 -0.3289 0.1466
H 0.0248 -0.0623 -0.0951
H -0.1435 -0.0524 0.0523
C -3.3325 0.1631 4.0069
H 1.0215 -0.7481 -1.1802
H 0.0271 0.0056 -0.0058
C -0.1232 0.0597 0.6025
H 0.0531 0.4830 -1.3275
C 0.0185 0.5391 0.0973
H -0.1033 0.1862 0.1285
H -0.5875 0.0423 1.7059
C -0.4914 -0.6237 0.1100
C 0.0463 0.4811 -0.2079
C -0.0142 -0.5586 0.5859
H 0.1505 -0.0214 0.0361
H -0.1851 -1.6148 0.1646
O -2.5734 -1.6224 -0.9642
C 0.3472 -1.9283 -1.2618
H 1.1469 0.0056 0.3831
H 0.0303 -0.0771 -0.0662
C -0.4372 1.1446 1.3998
H 2.1980 -1.1095 0.0546
O -0.5461 -0.2341 0.0718
C 0.0068 -0.2908 0.5586
C -0.3383 0.3172 0.1179
H -0.0658 0.0646 -0.0194
H 0.6334 -0.6371 1.0843
H -0.0583 0.2363 -0.3742
H 0.0816 -0.0721 -0.0593
O -0.9046 -0.0378 -0.2216
C 0.2697 0.3948 -0.1951
O 0.5157 0.1944 -0.2772
H -1.1900 0.7968 0.2171
H -0.0839 0.0156 -0.0592
C 0.8902 -1.8918 2.0936
H 0.0860 0.5901 1.3170
C -0.2805 -0.3469 0.1080
Cl -0.8565 0.4651 -1.1024
H 0.0564 -0.0248 0.0352
H 0.1620 0.0137 0.0761
O -0.7487 -0.3959 -0.7084
C 0.2962 -0.4981 -0.1923
C 1.1707 0.4619 -1.1919
H -0.0471 -0.0442 -0.0116
H 0.4885 0.5828 -1.4932
C -0.5125 -0.0618 -0.0348
H 0.0956 0.0634 -0.0317
C -0.7990 -0.6138 1.3175
C -0.4758 0.1551 -0.7324
Cl -0.5122 0.3071 -1.3234
O 0.7557 -0.0651 0.4646
H 0.1330 -0.3903 -1.5771
H -1.2037 0.1256 -1.5040
C 0.4165 -0.2190 -0.1465
O -0.1365 -0.7729 0.1456
C -0.3211 -0.0891 0.4959
H -0.0441 -0.0046 -0.0895
H 0.1390 -0.2349 0.0499
H 0.0567 -0.2867 0.1501
H 0.1679 -0.1674 -0.1450
O -4.1924 -1.1532 2.6263
O -0.6593 0.6347 0.9590
C 0.3727 0.2676 -0.2262
C 2.7151 -0.2227 -1.9607
H -0.0822 -0.0414 0.0389
Br 0.4379 0.4110 0.5431
C 0.3614 1.1378 -0.3665
O -0.2345 -0.3305 0.1576
C 1.3020 0.8487 0.0179
H -0.0065 -0.0627 0.0833
H -0.1228 0.2050 -0.3023
H 0.0401 0.1056 -0.0214
O -0.3717 -0.9246 -0.0881
H 0.0593 0.0273 0.0032
C 7.1474 2.3684 -0.9147
H -0.1299 -0.2223 -0.1171
C -0.4390 -0.5519 0.5118
H 0.1709 -0.0458 -0.3273
C -0.1922 0.1531 0.5121
H -0.0087 -0.1210 -0.0084
H 0.0501 -0.0684 -0.0049
P 1.0189 1.7826 -2.8062
C 0.2288 0.9071 -0.5075
H 0.1023 -0.0348 0.0869
C 0.1032 0.4728 0.4432
H 0.1468 -0.0520 -0.2678
C 0.3938 -0.0211 0.3625
H 0.2291 0.1261 0.0174
H -0.0880 0.0713 0.4255
C 0.9030 0.0918 -0.3729
C 0.0855 0.5871 0.1124
H 0.0625 0.0323 -0.2547
H -0.0308 -0.0414 0.0024
C -0.3261 0.2012 0.3540
H 0.2034 -0.6148 -0.6391
H -0.0930 -0.2411 0.0091
H -2.0174 0.8172 1.4683
O -0.1231 0.0987 -0.1360
H -0.1989 -0.1674 0.7584
O 0.2529 0.1604 -0.0994

Results
LUMO	2.92	eV
max |F|	7.58	eV/A
M	1052.8	g/mol
charge	-2
HOMO-LUMO gap	3.351	eV